No. 1
Below is the ion CH4NO with charge +1 in a non-equilibrium geometry, with properties calculated with the ωB97M-V functional and the def2-TZVPD basis.

```
7
Properties=species:S:1:pos:R:3:nbo_charge:R:1
H 1.470 0.750 -0.214 0.223
H 2.025 -0.912 0.286 0.241
H -0.957 0.911 0.239 0.404
N -1.233 -0.051 0.025 -0.315
H -2.066 -0.409 -0.459 0.443
O -0.215 -0.850 -0.013 -0.146
C 1.169 -0.325 -0.009 0.150
```

Calculated values
HOMO-LUMO gap (spin up / spin down) = 8.304 / 9.986 eV
ΔE to the lowest compared entry with this formula, charge and spin = 450.86 kJ/mol
LUMO (spin up / spin down) = -7.5866 / -6.7779 eV
highest occupied orbital energy (spin up / spin down) = -15.891 / -16.764 eV
net charge = +1

---

No. 2
Below is the ion CH4NO with charge +1 in a non-equilibrium geometry, with properties calculated with the ωB97M-V functional and the def2-TZVPD basis.

```
7
Properties=species:S:1:pos:R:3:lowdin_spin:R:1
N 1.713 -0.276 0.064 1.202
H -1.355 0.549 -0.718 0.009
C -0.564 0.019 0.020 0.055
H -0.992 0.356 1.027 0.016
O 0.742 0.492 -0.072 0.622
H 2.666 0.301 -0.074 0.080
H -0.472 -1.103 -0.134 0.016
```

Calculated values
HOMO-LUMO gap (spin up / spin down) = 12.970 / 8.485 eV
ΔE to the lowest compared entry with this formula, charge and spin = 6.84 kJ/mol
LUMO (spin up / spin down) = -4.0417 / -10.2664 eV
highest occupied orbital energy (spin up / spin down) = -17.011 / -18.752 eV
net charge = +1
⟨S²⟩ = 2.006
spin multiplicity = 3

---

No. 3
Below is a cluster of 2 separate species, CH4NO2P in total in a non-equilibrium geometry, with properties calculated with the ωB97M-V functional and the def2-TZVPD basis.

```
9
Properties=species:S:1:pos:R:3:nbo_charge:R:1
N -1.112 0.580 1.348 -0.822
O 1.018 -0.394 1.214 -0.459
H 2.016 -0.279 -1.479 -0.110
O -0.139 0.431 -1.083 -1.065
H 0.558 -1.653 -1.820 -0.123
H -1.352 0.521 2.330 0.426
H -1.761 0.966 0.681 0.454
P 0.760 -0.284 -2.115 0.742
C 0.011 0.113 0.923 0.957
```

Calculated values
HOMO-LUMO gap (spin up / spin down) = 7.933 / 7.934 eV
ΔE to the lowest compared entry with this formula, charge and spin = 224.12 kJ/mol
LUMO (spin up / spin down) = 0.0039 / 0.0040 eV
highest occupied orbital energy (spin up / spin down) = -7.929 / -7.930 eV
net charge = 0

---

No. 4
Below is a structure of composition CH4NO2P in a non-equilibrium geometry, with properties calculated with the ωB97M-V functional and the def2-TZVPD basis.

```
9
Properties=species:S:1:pos:R:3:nbo_charge:R:1
C 1.118 -1.531 0.243 0.315
H 1.405 -1.064 -0.812 0.143
N -1.547 1.307 0.332 -1.195
H 1.597 -2.413 0.501 0.135
O -1.765 -0.883 -0.996 -1.083
P -1.711 -0.418 0.415 1.469
O 0.424 -0.878 1.071 -0.561
H -1.389 1.723 1.175 0.374
H -1.924 1.913 -0.373 0.402
```

Calculated values
HOMO-LUMO gap = 8.595 eV
ΔE to the lowest compared entry with this formula, charge and spin = 154.01 kJ/mol
LUMO = -0.5214 eV
highest occupied orbital energy = -9.116 eV
net charge = 0

---

No. 5
Below is an isolated molecule of CH4NO2P in a non-equilibrium geometry, with properties calculated with the ωB97M-V functional and the def2-TZVPD basis.

```
9
Properties=species:S:1:pos:R:3:nbo_charge:R:1
H -1.059 -1.158 -0.159 -0.082
N -0.848 0.371 -2.071 0.418
P -0.400 0.018 0.465 1.304
O -0.614 -0.785 -2.236 -0.228
O -0.118 0.924 -0.872 -0.687
H 1.494 0.066 2.182 0.241
H -1.362 0.517 1.158 -0.082
C 1.140 0.220 1.171 -1.099
H 1.768 -0.174 0.363 0.217
```

Calculated values
HOMO-LUMO gap (spin up / spin down) = 6.877 / 6.878 eV
ΔE to the lowest compared entry with this formula, charge and spin = 607.91 kJ/mol
LUMO (spin up / spin down) = -1.0953 / -1.0951 eV
highest occupied orbital energy (spin up / spin down) = -7.973 / -7.974 eV
net charge = 0

---

No. 6
Below is the ion CH4NO2S with charge -1 in a non-equilibrium geometry, with properties calculated with the ωB97M-V functional and the def2-TZVPD basis.

```
9
Properties=species:S:1:pos:R:3:nbo_charge:R:1
O -1.011 -1.484 -0.589 -1.025
C 0.799 0.786 -1.043 -1.107
H 1.483 -0.019 -1.587 0.184
N 0.297 -0.398 1.366 -1.055
S -0.508 0.001 -0.137 2.092
H 0.365 0.332 1.981 0.360
H 0.296 1.084 -1.912 0.169
O -1.614 0.900 0.181 -0.986
H -0.109 -1.203 1.740 0.369
```

Calculated values
HOMO-LUMO gap = 7.413 eV
ΔE to the lowest compared entry with this formula, charge and spin = 414.39 kJ/mol
LUMO = 4.0837 eV
highest occupied orbital energy = -3.329 eV
net charge = -1